Entry 1:
The following is a DFT calculation (ωB97M-V/def2-TZVPD) of a cluster of 2 separate species, C9H14 in total.

```
23
Properties=species:S:1:pos:R:3:forces:R:3:nbo_charge:R:1
C 1.320 1.684 2.466 0.3 0.4 -0.3 -0.632
C 0.051 -1.375 0.597 -0.3 -0.1 -0.7 -0.199
C -1.322 -1.232 0.712 0.0 -0.1 0.9 -0.227
C 0.920 -0.407 1.090 0.3 -0.8 0.1 -0.227
C 0.431 0.653 1.828 -0.4 0.7 -0.1 -0.003
C -1.818 -0.162 1.450 -0.3 0.1 -0.7 -0.204
C -0.958 0.778 1.965 0.5 0.3 0.4 -0.219
H 0.407 -2.229 0.031 0.3 0.1 0.1 0.212
H -1.998 -1.994 0.350 0.0 0.0 -0.2 0.214
H 1.989 -0.558 0.937 -0.2 0.2 0.1 0.212
H -2.884 0.000 1.534 -0.1 -0.1 0.1 0.211
H 2.213 1.918 1.875 -0.1 -0.3 0.0 0.217
H 1.662 1.314 3.429 0.0 0.1 0.2 0.222
H -1.345 1.638 2.508 0.0 -0.2 -0.1 0.207
H 0.812 2.651 2.595 0.0 -0.4 0.2 0.216
C 0.816 -0.067 -2.968 -0.4 -0.5 0.1 -0.619
C -0.632 -0.575 -2.874 -0.7 -0.4 0.3 -0.623
H 0.917 0.552 -3.850 0.1 0.3 0.0 0.206
H 1.111 0.492 -2.079 0.0 0.0 -0.1 0.212
H 1.506 -0.897 -3.100 0.1 0.0 0.1 0.204
H -0.782 -1.661 -2.823 0.6 0.0 -0.3 0.202
H -1.250 -0.238 -3.703 0.1 0.1 -0.1 0.203
H -1.165 -0.284 -1.970 0.2 0.5 0.1 0.215
```
Positions in Å, forces in eV/Å.

Output
- structure (SMILES) = Cc1ccccc1.CC
- orbital gap (Eh) = 0.371
- charge = 0
- energy above the lowest of the compared OMol25 structures with the same formula, charge and spin (kcal per mole) = 6.5

***

Entry 2:
The following is a DFT calculation (ωB97M-V/def2-TZVPD) of a structure of composition C53H51As2CsN5O3S in a non-equilibrium geometry.

```
116
Properties=species:S:1:pos:R:3:forces:R:3:mulliken_charge:R:1
Cs -1.959 -0.265 3.550 0.1 0.1 0.0 0.891
C 1.040 2.695 -1.529 -0.9 -0.8 -0.5 -0.201
C 0.742 2.280 -0.113 0.2 -0.9 0.4 -1.105
As 2.079 2.814 1.236 -0.1 0.7 0.8 0.385
C 1.544 4.719 1.314 1.8 0.4 0.1 0.278
C 0.268 5.061 1.705 -1.1 -1.2 -0.7 -0.332
C -0.213 6.340 1.528 -0.4 0.3 0.3 -0.539
C 0.668 7.364 1.167 -1.5 0.3 0.7 -0.577
C 1.992 7.081 0.971 1.5 0.2 -0.1 -0.410
C 2.458 5.769 1.058 0.3 -0.4 0.1 -0.217
C 3.711 2.986 0.160 -0.1 0.4 -1.1 0.016
C 3.919 3.882 -0.933 0.7 -0.9 1.2 0.123
C 5.136 3.857 -1.617 -1.5 1.4 -0.3 -0.938
C 6.089 2.930 -1.328 1.3 -0.7 -0.2 -0.400
C 5.923 2.080 -0.275 -0.6 -0.7 0.7 -0.567
C 4.733 2.106 0.470 0.9 -0.7 0.6 -0.597
As -0.640 2.428 -2.574 0.3 1.0 -0.6 0.311
C -0.247 0.747 -3.422 0.3 -1.1 -0.2 0.199
C 0.992 0.433 -3.941 -0.4 -0.3 -0.7 -0.015
C 1.162 -0.818 -4.561 2.5 0.7 0.1 -0.849
C 0.202 -1.766 -4.609 -1.7 -0.2 -0.3 -0.356
C -1.075 -1.448 -4.098 1.0 -1.7 -0.6 -0.254
C -1.232 -0.255 -3.499 -1.7 2.3 2.1 -0.520
C -0.011 3.606 -4.105 -1.7 -1.7 -0.8 0.128
C -0.007 3.083 -5.427 0.7 0.9 0.5 -0.387
C 0.696 3.810 -6.426 -1.2 -1.2 0.6 -0.511
C 0.990 5.146 -6.199 1.1 0.0 -0.9 -0.359
C 0.697 5.714 -4.965 0.4 1.3 -0.1 -0.379
C 0.207 4.952 -3.911 0.2 0.2 0.1 -0.531
H 1.862 2.116 -1.993 -0.3 0.6 0.3 0.448
H 1.159 3.758 -1.603 0.5 0.6 -0.1 0.111
H 0.775 1.163 -0.026 -0.5 0.8 -0.1 0.149
H -0.240 2.679 0.239 0.7 -0.5 -0.1 0.604
H -0.419 4.273 2.050 0.3 0.4 -0.1 0.175
H -1.295 6.466 1.701 0.8 0.4 0.1 0.383
H 0.303 8.392 1.220 0.2 -0.2 -0.5 0.348
H 2.706 7.899 0.755 -0.4 -0.5 0.2 0.342
H 3.557 5.573 1.006 -1.1 0.1 -0.3 0.421
H 3.170 4.630 -1.111 -0.1 0.2 -0.4 0.557
H 5.338 4.627 -2.353 -0.1 -0.2 -0.2 0.388
H 7.000 2.818 -1.912 -0.1 0.4 0.0 0.363
H 6.713 1.371 -0.054 -0.1 0.0 0.2 0.375
H 4.677 1.419 1.339 -0.3 0.5 -0.6 0.353
H 1.756 1.191 -3.968 0.4 -0.1 0.0 0.579
H 2.140 -1.127 -4.974 -0.4 0.6 0.2 0.315
H 0.446 -2.685 -5.123 -0.3 -0.2 0.2 0.396
H -1.883 -2.166 -4.090 0.0 -0.1 0.0 0.251
H -2.162 -0.023 -2.910 0.7 -0.4 -1.0 0.230
H -0.591 2.175 -5.655 1.1 0.2 0.1 0.404
H 0.962 3.243 -7.327 -0.3 0.7 0.0 0.349
H 1.524 5.711 -7.012 -0.7 -0.4 1.1 0.295
H 0.940 6.786 -4.837 -0.4 -0.7 0.1 0.319
H -0.076 5.365 -2.940 0.5 0.2 -0.2 0.481
C 0.393 -8.660 1.570 0.1 1.8 1.6 -1.074
O 0.258 -7.217 1.326 -0.4 -1.2 -0.7 -0.356
C -0.066 -6.863 0.021 0.9 -0.2 -0.3 0.793
C 0.157 -7.724 -1.088 -0.4 0.7 0.6 -0.553
C -0.229 -7.321 -2.381 0.1 0.4 0.6 -0.626
C -0.659 -6.018 -2.605 0.3 0.9 0.5 -0.832
C -0.736 -5.125 -1.517 -0.1 -1.5 0.4 -0.133
C -0.482 -5.535 -0.182 -0.4 0.7 -1.1 -0.034
N -0.615 -4.630 0.909 -0.2 -0.8 -0.3 0.164
C -0.813 -3.269 0.942 0.6 0.9 0.4 -0.615
N -1.485 -2.605 -0.107 1.5 0.3 0.3 0.542
C -2.896 -2.404 0.036 -3.2 -0.7 0.2 -0.113
C -3.418 -1.700 1.140 0.8 -0.2 0.2 0.071
C -4.802 -1.756 1.448 1.4 -0.7 -1.4 -0.491
C -5.647 -2.500 0.613 -0.2 1.4 1.2 -0.798
C -5.154 -3.060 -0.547 -0.1 -0.8 -1.5 -0.556
C -3.796 -3.032 -0.900 0.0 1.6 2.6 0.301
O -3.321 -3.450 -2.079 -0.3 -1.2 -1.7 0.017
C -4.193 -4.194 -2.950 0.2 -0.4 -0.3 -1.159
N -0.310 -2.584 1.941 0.3 -0.3 -1.5 -0.043
C 0.911 -2.998 2.491 -0.6 0.3 2.4 -0.389
C 1.055 -2.959 3.912 -0.3 -0.3 -0.8 -0.817
C 2.280 -3.072 4.532 0.0 -0.4 -0.1 -0.668
C 3.352 -3.512 3.797 1.1 -0.1 -0.9 -0.540
C 3.259 -3.588 2.403 0.0 0.3 0.5 -0.870
C 2.087 -3.195 1.763 0.7 0.3 -0.4 1.236
O 2.030 -2.962 0.426 0.4 0.6 -1.5 -0.027
C 3.163 -2.343 -0.315 -1.2 -2.5 -0.3 -0.898
H 0.224 -8.759 2.671 0.2 0.0 -0.9 0.242
H 1.398 -8.973 1.327 0.3 -0.2 -0.1 0.363
H -0.332 -9.248 1.049 -0.5 -0.2 -0.5 0.471
H 0.687 -8.661 -0.884 -0.6 0.2 -0.4 0.411
H -0.221 -7.989 -3.215 0.4 -0.5 -0.3 0.394
H -0.843 -5.607 -3.629 0.0 -0.7 1.0 0.297
H -1.139 -4.156 -1.656 0.0 0.7 -0.2 0.483
H -0.353 -4.992 1.819 0.1 -0.1 -0.3 0.427
H -1.014 -1.697 -0.186 -0.3 -0.4 0.2 -0.012
H -5.099 -1.228 2.352 -0.7 -0.1 -0.2 0.183
H -6.714 -2.475 0.849 0.1 -0.5 -0.3 0.304
H -5.842 -3.537 -1.265 0.2 0.3 0.5 0.295
H -3.547 -4.589 -3.751 -0.1 0.3 0.3 0.257
H -4.987 -3.572 -3.446 0.6 -0.4 0.8 0.361
H -4.629 -5.116 -2.476 0.2 1.1 -0.1 0.446
H 0.199 -2.919 4.580 -0.3 0.6 -0.4 0.510
H 2.393 -2.823 5.566 -0.1 -0.3 0.6 0.457
H 4.314 -3.768 4.245 -0.3 0.2 0.1 0.381
H 4.139 -3.859 1.825 -0.2 0.1 0.0 0.325
H 2.752 -2.186 -1.354 0.4 -0.1 1.2 0.142
H 3.977 -3.122 -0.369 -0.5 1.1 0.0 0.300
H 3.484 -1.424 0.137 0.1 0.4 0.3 0.439
C -4.580 3.096 7.818 0.6 -0.9 -0.3 -1.033
C -3.851 3.743 6.652 -1.1 -0.5 0.0 0.858
C -4.321 4.893 6.036 0.5 1.0 -1.2 -0.720
C -3.526 5.449 5.002 0.6 -2.1 1.2 -0.227
N -2.396 4.833 4.602 -1.2 0.5 0.2 -0.363
C -2.126 3.638 5.162 2.2 -0.9 0.0 -0.196
S -0.591 2.835 4.631 -1.6 0.4 0.3 -0.401
N -2.824 3.073 6.193 1.1 0.3 -0.7 -0.465
H -3.805 2.447 8.316 -1.0 0.5 -0.3 0.289
H -5.420 2.444 7.429 0.8 0.8 0.6 0.209
H -4.938 3.854 8.514 -0.2 -0.1 0.0 0.335
H -5.287 5.299 6.276 -0.1 0.3 0.3 0.346
H -3.732 6.385 4.529 -0.3 0.4 -0.2 0.435
```
Positions in Å, forces in eV/Å.

Output
- orbital gap (Eh) = 0.214
- charge = -1
- energy above the lowest of the compared OMol25 structures with the same formula, charge and spin (kcal per mole) = 18.6

***

Entry 3:
The following is a DFT calculation (ωB97M-V/def2-TZVPD) of a structure of composition C6H12NS in a non-equilibrium geometry.

```
20
Properties=species:S:1:pos:R:3:forces:R:3:lowdin_spin:R:1
C -1.203 0.897 -1.136 0.1 0.1 0.1 0.006
C -1.870 0.286 0.058 -0.2 0.2 0.1 0.052
C 0.724 -1.757 0.936 0.0 0.3 0.3 0.093
C 0.526 -1.929 -0.556 -0.3 0.5 -0.2 0.090
C -0.380 0.518 0.062 -0.1 -0.8 -0.3 0.061
C 0.579 -0.594 0.044 -1.9 -0.6 0.1 0.574
N 0.143 1.636 0.880 0.6 0.3 -0.1 0.018
S 2.642 0.603 -0.165 2.9 0.6 -0.1 0.973
H -1.103 0.301 -2.029 0.1 -0.1 0.0 0.001
H -1.363 1.945 -1.337 -0.1 0.2 0.1 0.000
H -2.476 0.912 0.695 -0.1 0.2 0.0 0.004
H -2.229 -0.729 -0.009 0.1 -0.1 0.0 0.002
H -0.092 -1.971 1.614 -0.1 -0.1 0.1 0.012
H 1.695 -1.999 1.337 0.3 -0.1 0.0 0.016
H 1.370 -2.284 -1.127 0.3 -0.1 0.0 0.023
H -0.420 -2.279 -0.946 -0.2 -0.2 0.0 0.012
H 1.212 1.645 0.577 -1.4 0.2 0.5 0.021
H 0.095 1.442 1.885 0.0 0.0 -0.2 0.000
H -0.327 2.524 0.683 0.2 -0.2 0.1 0.000
H 2.477 0.834 -1.466 -0.1 0.0 -0.3 0.040
```
Positions in Å, forces in eV/Å.

Output
- 2S+1 = 3
- <S²> = 2.007
- orbital gap (spin up / spin down) (Eh) = 0.282 / 0.249
- charge = +1
- energy above the lowest of the compared OMol25 structures with the same formula, charge and spin (kcal per mole) = 36.1

***

Entry 4:
The following is a DFT calculation (ωB97M-V/def2-TZVPD) of a cluster of 2 separate species, C5H10O2 in total in a non-equilibrium geometry.

```
17
Properties=species:S:1:pos:R:3:forces:R:3:nbo_charge:R:1
C 1.050 2.486 0.551 0.6 -0.4 1.9 -0.657
C 1.439 1.151 -0.015 1.2 -0.6 -0.4 -0.233
C 1.238 -0.093 0.623 2.3 3.1 -1.0 -0.223
C 0.772 -1.221 -0.137 -0.6 -0.9 0.9 -0.352
C 0.104 -2.108 0.661 -2.0 0.3 -3.1 0.196
O -1.209 -2.317 0.273 1.1 -1.2 0.9 -0.686
H 1.862 3.221 0.689 -0.2 -0.3 -0.3 0.208
H 0.190 3.011 0.151 0.0 -0.1 -1.1 0.217
H 0.639 2.263 1.533 0.2 0.1 0.7 0.203
H 2.088 1.252 -0.961 -2.0 -0.8 0.7 0.194
H 1.443 -0.180 1.746 -1.4 0.2 -1.6 0.217
H 0.333 -1.325 -1.150 0.4 1.6 0.5 0.220
H 0.572 -2.880 1.162 0.4 -1.0 2.4 0.180
H -1.605 -1.457 0.097 0.0 0.0 -0.5 0.509
H -3.425 -1.148 -1.959 -0.2 -0.7 0.8 0.475
H -2.599 0.028 -1.967 -0.1 -1.1 2.1 0.473
O -2.892 -0.682 -1.294 0.2 1.9 -2.8 -0.940
```
Positions in Å, forces in eV/Å.

Output
- structure (SMILES) = C/C=C/C=C/O.O
- orbital gap (Eh) = 0.263
- charge = 0
- energy above the lowest of the compared OMol25 structures with the same formula, charge and spin (kcal per mole) = 131.2

***

| no. | E (eV) |
| --- | --- |
| 1 | -9559.89882 |
| 2 | -202437.94978 |
| 3 | -18729.57204 |
| 4 | -9437.35522 |